No. 1
This record from OMol25 describes C40H48AsINaO9PS2Si as an isolated structure at a distorted geometry. The level of theory is ωB97M-V with the def2-TZVPD basis set.

Structure (XYZ):
```
104
Properties=species:S:1:pos:R:3:forces:R:3
Na -2.29586 -0.51135 -0.46951 0.926 0.695 1.905
C 1.34370 -2.17681 -0.51389 -0.147 0.059 0.446
C 1.00160 -2.36450 0.96369 0.814 -0.606 -0.254
C 0.44126 -3.77681 1.14768 -0.073 0.174 -0.008
C 2.26074 -2.18530 1.82503 -0.284 -0.034 -0.115
O 0.04725 -1.37932 1.29478 -0.035 0.081 -0.327
Si -0.63323 -1.05668 2.74635 -0.835 1.029 0.220
S -2.08498 0.37836 2.53452 -0.099 -0.285 -0.421
O -1.08744 -2.52513 3.32528 0.029 -0.179 -0.269
C -1.67900 -2.94106 4.51707 -0.229 -0.435 0.690
C -2.60158 -1.87412 5.10806 0.097 -0.176 -0.231
C -2.48598 -4.20391 4.17909 0.208 0.329 0.034
C -0.56986 -3.27985 5.52852 -0.218 0.084 -0.272
O 0.55097 -0.62167 3.84068 0.079 -0.340 0.018
C 0.92362 0.65301 4.29443 0.326 0.621 0.397
C 2.28126 0.48065 4.99495 -0.346 0.009 -0.160
C -0.13197 1.18250 5.27516 0.141 -0.162 -0.219
C 1.06376 1.64516 3.14241 0.022 -0.243 0.074
H 2.14366 -2.85739 -0.80292 0.057 -0.081 -0.084
H 1.65300 -1.15090 -0.70472 0.045 0.115 -0.015
H 0.45771 -2.39654 -1.10283 0.049 0.016 -0.170
H 1.22512 -4.51026 0.94891 0.019 -0.052 -0.059
H -0.38547 -3.93523 0.45813 -0.012 -0.083 -0.043
H 0.06301 -3.89395 2.15667 0.124 -0.167 0.067
H 3.02308 -2.91095 1.53921 0.064 -0.007 -0.085
H 2.01279 -2.33104 2.87218 0.047 -0.015 0.172
H 2.64815 -1.17354 1.70671 0.098 0.087 -0.012
H -3.27237 -1.51305 4.33415 -0.129 0.058 -0.013
H -2.01054 -1.02817 5.44376 0.015 0.194 0.102
H -3.17539 -2.27472 5.94355 -0.003 -0.080 0.117
H -3.24683 -3.95473 3.44483 -0.146 0.025 -0.066
H -2.95348 -4.61598 5.07256 -0.068 -0.064 0.086
H -1.82978 -4.95014 3.73635 0.082 -0.098 -0.023
H 0.07837 -2.41406 5.63663 0.071 0.094 0.078
H 0.02830 -4.11292 5.16393 0.080 -0.105 -0.055
H -0.99990 -3.54540 6.49332 -0.027 -0.041 0.139
H 2.23881 -0.37072 5.67041 -0.017 -0.108 0.113
H 2.54059 1.37017 5.56586 0.052 0.159 0.036
H 3.05382 0.30096 4.25040 0.128 -0.086 -0.055
H -0.24693 0.49860 6.11414 0.019 -0.100 0.154
H -1.07386 1.24700 4.73250 -0.098 0.046 0.106
H 0.14003 2.16829 5.64911 0.084 0.121 0.072
H 1.83853 1.32359 2.45155 0.189 -0.073 -0.123
H 1.31878 2.63339 3.51972 0.035 0.162 0.024
H 0.11455 1.67180 2.61381 -0.051 0.205 -0.055
O -2.95962 -0.17866 -4.19574 -0.562 0.314 0.100
As -3.84993 0.60115 -2.83563 -1.857 0.297 -1.650
O -4.57564 -1.09022 -2.10477 0.346 0.947 0.155
O -2.71557 0.90806 -1.72889 0.821 1.448 0.109
C -4.62767 -2.13820 -2.89346 -0.426 -0.607 -0.365
C -5.55568 -2.22896 -3.94389 -0.040 0.119 0.154
C -5.62079 -3.35650 -4.73570 -0.102 -0.100 -0.073
C -4.78920 -4.44114 -4.49622 0.062 -0.078 -0.072
C -3.84601 -4.35210 -3.48594 0.010 -0.293 0.007
C -3.76179 -3.22162 -2.70434 0.481 0.411 0.319
S -2.30939 -2.95656 -1.68681 -0.175 -1.145 -0.425
O -1.60543 -4.22310 -1.63529 -0.117 0.033 -0.102
O -1.58924 -1.94005 -2.48287 -0.189 0.010 0.409
O -2.69382 -2.43731 -0.38625 -0.405 -1.734 -0.003
H -2.34153 -0.74904 -3.72386 0.282 -0.508 -0.142
H -6.19906 -1.37626 -4.12562 -0.010 -0.008 0.008
H -6.32344 -3.40256 -5.55927 -0.077 0.056 -0.006
H -4.84535 -5.32384 -5.11932 -0.003 -0.054 -0.004
H -3.14334 -5.14775 -3.28999 0.089 -0.098 -0.047
I 0.25088 -0.40033 -3.48463 1.219 0.179 -1.078
C 1.90403 0.58241 -4.43287 -0.284 -0.612 -0.041
C 2.46830 -0.08090 -5.50505 -0.628 -0.056 0.720
C 3.43277 0.51937 -6.30937 0.379 0.565 -0.223
C 3.81467 1.81277 -6.07250 0.040 -0.401 -0.195
C 3.29230 2.51926 -4.97115 -0.116 -0.065 0.112
C 3.67233 3.85840 -4.74959 -0.049 0.224 0.185
C 3.15286 4.56508 -3.69936 0.295 0.082 -0.359
C 2.31415 3.92713 -2.78849 -0.308 -0.491 -0.057
C 1.94876 2.60183 -2.93119 -0.046 0.466 0.158
P 1.10985 1.83558 -1.45535 0.372 0.545 0.477
C -0.28849 2.99039 -1.30899 -0.005 -0.140 -0.028
C -0.84339 3.23037 -0.05621 0.060 -0.035 -0.068
C -1.92363 4.08007 0.07330 -0.162 0.072 0.028
C -2.50238 4.64375 -1.05051 -0.050 0.125 -0.028
C -2.00378 4.34376 -2.30626 -0.101 0.084 -0.160
C -0.89835 3.52616 -2.43816 0.094 -0.023 0.045
C 2.35765 2.53272 -0.26861 -0.187 -0.282 0.164
C 3.49469 1.72994 -0.18110 -0.081 0.003 -0.031
C 4.53105 2.04373 0.67466 0.141 0.036 0.017
C 4.44545 3.17694 1.46956 0.083 0.022 0.105
C 3.31266 3.97251 1.40782 0.100 0.140 0.103
C 2.27315 3.65439 0.54885 -0.071 -0.009 -0.139
C 2.36394 1.88338 -4.08438 0.073 0.106 -0.086
H 2.12513 -1.07925 -5.73436 -0.057 -0.053 -0.040
H 3.84016 -0.02554 -7.14779 0.073 -0.066 -0.102
H 4.51975 2.30767 -6.72901 0.035 0.047 0.003
H 4.38045 4.31921 -5.42745 0.002 0.004 -0.076
H 3.41377 5.60418 -3.54436 0.054 0.034 -0.028
H 1.94813 4.48372 -1.93716 0.029 -0.001 0.038
H -0.44228 2.74424 0.81945 0.040 -0.080 0.125
H -2.33022 4.28374 1.05140 -0.067 -0.042 0.152
H -3.34854 5.31089 -0.95467 -0.092 -0.013 0.037
H -2.48621 4.74034 -3.19086 -0.004 0.022 -0.025
H -0.51228 3.28701 -3.42026 -0.015 0.031 -0.046
H 3.54896 0.84517 -0.80421 0.042 -0.122 0.022
H 5.40041 1.40174 0.73041 0.044 -0.020 -0.002
H 5.25687 3.42800 2.14164 -0.024 0.010 0.047
H 3.23476 4.84889 2.04212 -0.008 -0.015 -0.014
H 1.39615 4.28864 0.51632 -0.027 -0.025 0.001
```
Positions in Å, forces in eV/Å.

## Properties
Strongest force on any atom (eV/Å): 2.502
Charge: -2
Relative energy (zero: lowest compared OMol25 entry of this formula, charge and spin) (kcal/mol): 36.9
LUMO level (eV): 3.839

No. 2
This record from OMol25 describes C40H48ClFGaIO2 as an isolated structure. The level of theory is ωB97M-V with the def2-TZVPD basis set.

Structure (XYZ):
```
94
Properties=species:S:1:pos:R:3:forces:R:3
C -0.40361 -0.81226 3.28144 0.034 0.029 0.034
C 0.67732 -1.82207 3.70342 -0.059 0.009 -0.007
C 1.96540 -1.70440 2.90240 0.010 -0.006 0.105
Cl 1.59328 -2.20045 1.16862 0.131 -0.026 0.176
Ga 2.85228 0.17228 2.99686 -0.106 0.149 -0.118
C 3.13735 0.61864 4.96939 0.070 -0.042 0.136
C 3.45587 -0.56122 5.89066 -0.090 -0.080 0.062
C 4.26157 -0.26661 7.14709 0.063 0.101 0.050
F 3.43417 -0.12704 8.28618 -0.054 0.086 -0.017
C 4.70450 -0.01675 2.09318 0.196 0.004 -0.137
C 4.57252 0.49325 0.66263 -0.209 0.068 0.276
C 5.37422 1.74334 0.33555 0.023 0.118 0.007
I 5.09263 -1.07568 -0.81436 0.143 -0.146 -0.232
C 1.77641 1.61860 2.02360 0.099 -0.168 0.200
O 1.25213 2.51608 2.73180 -0.189 0.148 -0.065
O 1.66376 1.52760 0.75911 0.053 0.083 -0.093
H -0.43859 0.04358 3.95797 0.037 0.021 -0.064
H -1.39849 -1.26594 3.25474 0.022 0.007 0.034
H -0.18994 -0.41366 2.28806 -0.049 -0.032 0.011
H 0.95896 -1.64160 4.74799 -0.052 -0.061 -0.017
H 0.27586 -2.84522 3.66107 0.032 0.020 -0.053
H 2.65554 -2.49772 3.20562 0.002 0.093 0.104
H 2.26622 1.17162 5.33349 0.045 0.017 0.004
H 3.97950 1.32637 4.97961 -0.035 -0.025 -0.019
H 3.98448 -1.35502 5.34521 0.021 0.049 0.021
H 2.52096 -1.01117 6.24557 0.085 -0.135 -0.088
H 4.96234 -1.06585 7.40677 -0.015 -0.039 -0.065
H 4.80728 0.67584 7.05132 0.012 -0.039 0.003
H 5.07767 -1.04189 2.14545 -0.136 -0.019 -0.011
H 5.44108 0.60091 2.62550 0.032 -0.057 -0.063
H 3.53071 0.65020 0.37746 0.043 -0.087 -0.029
H 4.86862 2.34715 -0.42059 0.031 -0.041 -0.022
H 6.38561 1.52574 -0.01540 -0.003 -0.048 0.126
H 5.45491 2.33776 1.25041 -0.088 0.042 -0.068
C 3.31646 -4.72509 -3.35667 0.007 -0.010 0.004
C 3.04292 -5.80840 -4.18085 0.013 -0.004 -0.001
C 3.94618 -6.17696 -5.16926 -0.001 0.002 0.002
C 5.12452 -5.46063 -5.33216 0.005 -0.002 -0.006
C 5.39610 -4.37590 -4.50859 -0.008 0.006 0.004
C 4.49273 -4.00584 -3.52105 0.003 0.016 -0.003
H 2.61398 -4.43585 -2.58706 -0.024 0.021 0.016
H 2.12243 -6.36431 -4.05181 -0.002 0.006 -0.001
H 3.73142 -7.02168 -5.81310 0.001 0.000 0.000
H 5.83074 -5.74731 -6.10247 -0.001 0.001 0.000
H 6.31337 -3.81384 -4.63321 0.000 0.000 -0.006
H 4.69778 -3.15594 -2.88042 -0.013 -0.044 -0.016
C -0.33771 -1.83333 -4.07454 0.009 -0.024 -0.044
C 0.82041 -1.92969 -3.31486 -0.008 0.004 -0.006
C 0.74516 -2.26097 -1.96921 0.103 0.031 -0.030
C -0.48906 -2.49736 -1.38012 -0.116 -0.050 -0.011
C -1.64745 -2.41147 -2.14213 0.026 0.018 -0.018
C -1.57322 -2.07859 -3.48917 -0.004 0.016 0.004
H -0.27406 -1.55070 -5.11882 -0.020 -0.017 -0.008
H 1.78546 -1.73023 -3.76473 0.004 0.002 -0.003
H 1.64752 -2.30591 -1.37050 -0.047 0.051 -0.042
H -0.53799 -2.72668 -0.32315 -0.004 0.031 -0.047
H -2.61167 -2.58534 -1.67980 -0.004 0.007 0.008
H -2.47996 -1.99346 -4.07777 -0.001 -0.013 -0.008
C 0.09677 3.82868 -5.67830 -0.003 -0.002 0.000
C 0.66872 3.02972 -4.69680 0.001 0.001 -0.014
C 0.02092 1.87725 -4.27436 0.001 -0.023 0.026
C -1.20044 1.52791 -4.83411 -0.052 0.008 0.033
C -1.77657 2.32840 -5.81122 0.050 0.002 -0.019
C -1.12593 3.47932 -6.23630 0.006 0.000 -0.001
H 0.60212 4.73011 -6.00306 0.000 0.004 -0.002
H 1.61534 3.30645 -4.25125 -0.004 0.000 0.013
H 0.45857 1.25716 -3.50207 -0.005 0.011 0.017
H -1.70492 0.63464 -4.48944 0.000 0.008 -0.001
H -2.73296 2.05575 -6.24106 -0.006 0.005 0.009
H -1.57413 4.10722 -6.99718 0.000 0.002 -0.003
C -4.17580 2.14796 0.82720 -0.002 0.034 -0.008
C -3.58131 1.30023 -0.09931 -0.002 0.015 0.030
C -2.19545 1.21477 -0.16988 0.061 -0.007 -0.067
C -1.39132 1.97050 0.67555 -0.134 0.024 0.034
C -1.99314 2.80944 1.60627 0.024 0.017 0.094
C -3.37682 2.90184 1.68065 -0.034 -0.014 -0.010
H -5.25666 2.21704 0.88812 -0.004 -0.035 -0.003
H -4.19980 0.70185 -0.75946 0.000 -0.006 -0.014
H -1.72777 0.54666 -0.88475 -0.012 -0.022 -0.010
H -0.30370 1.91089 0.64028 0.050 -0.061 -0.042
H -1.35023 3.35906 2.28413 0.027 0.001 -0.025
H -3.83762 3.55706 2.41360 0.000 0.001 0.007
C -7.98382 3.36396 1.39702 -0.003 0.009 0.002
C -7.57113 3.05467 2.68592 0.018 0.002 -0.016
C -8.43828 2.40637 3.55418 -0.001 0.014 0.007
C -9.71794 2.06813 3.13528 -0.003 0.003 -0.002
C -10.13100 2.37803 1.84674 0.005 -0.002 0.003
C -9.26316 3.02575 0.97793 -0.003 0.007 0.000
H -7.30083 3.85912 0.71879 0.003 -0.008 -0.003
H -6.56840 3.30841 3.00480 0.006 -0.021 0.002
H -8.11213 2.15953 4.55639 0.003 -0.008 -0.002
H -10.39151 1.55682 3.81181 0.000 0.000 0.001
H -11.12692 2.10858 1.51732 -0.002 0.001 0.000
H -9.58137 3.26180 -0.02978 0.001 -0.001 -0.001
```
Positions in Å, forces in eV/Å.

## Properties
Strongest force on any atom (eV/Å): 0.353
Charge: -2
LUMO level (eV): 3.583

| no. | HOMO level (eV) | gap between HOMO and LUMO (hartree) |
| --- | --- | --- |
| 1 | -2.383 | 0.22867 |
| 2 | -0.447 | 0.14810 |